{"formula": "C3H7IN", "method": "wB97M-V/def2-TZVPD", "e_above_lowest_kj_mol": 320.7, "orbital_gap_ev": [7.46, 8.40], "total_charge": 1, "homo_energy_ev": [-12.18, -12.88], "e_lumo_ev": [-4.7223, -4.4728], "symbols": ["C", "C", "C", "N", "I", "H", "H", "H", "H", "H", "H", "H"], "xyz": [[-0.353, 1.050, 0.269], [0.301, -0.231, 0.723], [-1.366, 0.417, -0.623], [1.394, -0.775, -0.093], [-3.266, -0.114, -0.016], [-0.794, 1.611, 1.089], [0.341, 1.693, -0.266], [-0.239, -0.946, 1.320], [-1.061, 0.005, -1.574], [1.895, 0.007, -0.541], [1.096, -1.448, -0.816], [2.052, -1.269, 0.528]], "nbo_charge": [-0.5351, -0.0872, -0.2677, -0.7006, 0.3146, 0.2669, 0.2339, 0.2309, 0.2004, 0.4465, 0.4401, 0.4573]}



{"formula": "C36H37FN9PRuS7", "method": "wB97M-V/def2-TZVPD", "e_above_lowest_kj_mol": 162.4, "orbital_gap_ev": [6.26, 5.03], "multiplicity": 6, "total_charge": -1, "homo_energy_ev": [-4.78, -5.28], "e_lumo_ev": [1.4765, -0.2515], "s_squared": 8.803, "symbols": ["Ru", "S", "C", "C", "N", "C", "S", "C", "N", "C", "C", "C", "C", "C", "C", "C", "C", "C", "C", "C", "C", "N", "C", "C", "C", "C", "C", "C", "F", "H", "H", "H", "H", "H", "H", "H", "H", "H", "H", "H", "H", "H", "H", "H", "H", "H", "H", "H", "H", "H", "N", "C", "C", "C", "N", "C", "N", "C", "N", "C", "N", "C", "N", "C", "P", "C", "C", "H", "H", "H", "H", "H", "H", "H", "H", "H", "H", "H", "H", "H", "C", "S", "C", "C", "S", "S", "C", "S", "S", "H", "H", "H"], "xyz": [[-0.249, 0.647, -0.431], [-0.552, 4.290, -1.205], [-1.498, 3.497, -2.417], [-2.670, 4.207, -2.845], [-3.609, 4.813, -3.128], [-1.243, 2.253, -2.923], [0.222, 1.340, -2.659], [-2.168, 1.679, -3.858], [-2.895, 1.184, -4.604], [0.991, -3.721, 1.758], [0.716, -3.350, 0.297], [-0.601, -2.591, 0.180], [1.914, -2.657, -0.349], [2.792, -3.490, -1.039], [3.929, -3.008, -1.662], [4.183, -1.649, -1.646], [3.334, -0.769, -0.982], [3.652, 0.716, -0.997], [4.847, 1.025, -0.088], [3.906, 1.223, -2.421], [2.205, -1.274, -0.291], [1.482, -0.362, 0.537], [2.050, -0.212, 1.779], [2.969, -1.134, 2.339], [3.461, -0.998, 3.627], [3.109, 0.077, 4.429], [2.281, 1.054, 3.890], [1.799, 0.894, 2.614], [1.072, 1.916, 2.091], [0.144, -4.284, 2.162], [1.133, -2.828, 2.367], [1.890, -4.338, 1.839], [0.584, -4.281, -0.260], [-0.709, -1.860, 0.980], [-1.448, -3.281, 0.234], [-0.652, -2.085, -0.785], [2.577, -4.555, -1.074], [4.603, -3.686, -2.171], [5.060, -1.261, -2.152], [2.788, 1.252, -0.613], [5.750, 0.523, -0.450], [4.659, 0.689, 0.933], [5.039, 2.101, -0.064], [4.841, 0.829, -2.830], [3.962, 2.313, -2.425], [3.091, 0.921, -3.080], [3.291, -1.968, 1.730], [4.147, -1.744, 4.009], [3.491, 0.179, 5.436], [2.041, 1.956, 4.441], [-2.477, -0.188, -0.626], [-3.384, -0.689, -0.110], [-4.475, -1.248, 0.572], [-5.462, -2.016, -0.096], [-6.279, -2.638, -0.625], [-4.573, -1.003, 1.955], [-4.611, -0.733, 3.081], [-2.565, 3.239, 3.768], [-3.128, 2.033, 3.063], [-4.352, 2.477, 2.274], [-4.040, 3.525, 1.372], [-3.465, 4.658, 2.084], [-2.269, 4.277, 2.835], [-1.136, 3.998, 1.937], [-1.464, 2.593, 0.733], [-2.069, 1.468, 2.165], [-3.202, 3.096, 0.245], [-1.659, 2.936, 4.292], [-3.310, 3.581, 4.488], [-3.459, 1.273, 3.663], [-5.085, 2.810, 3.010], [-4.733, 1.608, 1.743], [-4.210, 5.056, 2.777], [-3.193, 5.426, 1.362], [-0.253, 3.773, 2.534], [-0.932, 4.894, 1.356], [-1.210, 1.218, 2.790], [-2.445, 0.543, 1.747], [-3.679, 2.254, -0.260], [-3.149, 3.920, -0.454], [-1.810, -2.506, -3.822], [-0.974, -3.995, -3.196], [0.550, -4.053, -4.040], [1.442, -3.015, -4.270], [1.274, -1.422, -3.809], [2.898, -3.511, -5.150], [2.564, -5.200, -5.262], [3.554, -6.291, -5.972], [1.034, -5.637, -4.557], [-2.867, -2.660, -3.607], [-1.656, -2.428, -4.895], [-1.453, -1.614, -3.317]], "lowdin_spin": [3.1911, 0.0451, 0.0539, 0.0068, 0.0192, 0.0175, 0.2310, 0.0011, -0.0097, 0.0012, 0.0024, 0.0154, 0.0116, -0.0014, 0.0081, 0.0044, 0.0220, 0.0021, 0.0010, 0.0012, 0.0228, 0.1065, 0.0117, 0.0125, -0.0003, 0.0124, -0.0012, 0.0106, 0.0137, 0.0000, 0.0002, 0.0000, 0.0004, 0.0046, 0.0009, 0.0074, -0.0002, 0.0004, -0.0003, 0.0022, 0.0000, 0.0001, 0.0001, 0.0001, 0.0001, 0.0004, 0.0008, -0.0003, 0.0009, -0.0004, 0.0489, 0.0152, 0.0034, 0.0005, 0.0009, 0.0009, 0.0016, 0.0004, 0.0072, 0.0004, 0.0050, 0.0005, 0.0049, 0.0080, 0.0651, 0.0210, 0.0111, 0.0000, 0.0001, 0.0003, 0.0001, 0.0000, 0.0001, 0.0001, 0.0003, 0.0003, 0.0030, 0.0039, 0.0002, 0.0004, 0.0205, 0.0853, 0.2377, 0.0442, 0.4619, -0.0336, 0.0073, 0.0754, 0.0633, 0.0007, 0.0017, 0.0015]}



{"formula": "C29H48F3O11P", "method": "wB97M-V/def2-TZVPD", "orbital_gap_ev": 8.74, "smiles": "CC(C)CP(CCCCO)C(F)(F)F.O=C1CCCO1.O=C1CCCO1.O=C1CCCO1.O=C1CCCO1.O=C1CCCO1", "homo_energy_ev": -8.23, "e_lumo_ev": 0.5110, "symbols": ["C", "C", "C", "C", "P", "C", "C", "C", "C", "O", "C", "F", "F", "F", "H", "H", "H", "H", "H", "H", "H", "H", "H", "H", "H", "H", "H", "H", "H", "H", "H", "H", "O", "C", "O", "C", "C", "C", "H", "H", "H", "H", "H", "H", "O", "C", "O", "C", "C", "C", "H", "H", "H", "H", "H", "H", "O", "C", "O", "C", "C", "C", "H", "H", "H", "H", "H", "H", "O", "C", "O", "C", "C", "C", "H", "H", "H", "H", "H", "H", "O", "C", "O", "C", "C", "C", "H", "H", "H", "H", "H", "H"], "xyz": [[-1.562, -0.409, 5.553], [-1.950, -1.793, 4.820], [-3.491, -1.861, 4.389], [-0.931, -2.227, 3.701], [-0.969, -1.238, 2.092], [-2.175, 0.213, 2.156], [-1.640, 1.568, 1.531], [-2.091, 2.886, 2.307], [-1.701, 2.884, 3.843], [-2.932, 2.769, 4.610], [0.836, -0.592, 1.973], [1.108, -0.082, 0.689], [1.049, 0.384, 2.943], [1.649, -1.699, 2.172], [-0.691, 0.062, 5.020], [-1.283, -0.580, 6.637], [-2.468, 0.250, 5.463], [-1.853, -2.567, 5.648], [-3.940, -2.810, 4.813], [-3.518, -1.966, 3.269], [-4.095, -0.989, 4.771], [0.116, -2.224, 4.140], [-1.148, -3.299, 3.425], [-2.600, 0.435, 3.171], [-3.059, -0.111, 1.521], [-2.092, 1.672, 0.493], [-0.532, 1.650, 1.394], [-3.167, 3.154, 2.109], [-1.481, 3.718, 1.836], [-1.196, 3.836, 4.163], [-0.993, 2.030, 4.087], [-2.736, 2.732, 5.557], [-5.175, -1.836, 0.823], [-5.195, -1.438, -0.309], [-4.549, -2.050, -1.334], [-4.684, -1.262, -2.525], [-5.913, -0.408, -2.298], [-5.883, -0.190, -0.797], [-3.778, -0.663, -2.651], [-4.795, -1.919, -3.387], [-5.908, 0.516, -2.878], [-6.811, -0.971, -2.569], [-5.280, 0.679, -0.523], [-6.885, -0.107, -0.380], [0.804, 4.964, 2.266], [0.877, 5.321, 1.121], [0.121, 4.807, 0.114], [0.538, 5.377, -1.137], [1.224, 6.675, -0.773], [1.833, 6.353, 0.579], [1.213, 4.674, -1.632], [-0.332, 5.537, -1.773], [1.952, 7.000, -1.517], [0.480, 7.469, -0.660], [2.824, 5.904, 0.484], [1.869, 7.229, 1.224], [0.717, 2.161, -3.348], [1.017, 1.011, -3.518], [1.143, 0.437, -4.744], [1.401, -0.966, -4.591], [1.969, -1.117, -3.197], [1.262, -0.010, -2.438], [0.460, -1.509, -4.717], [2.104, -1.294, -5.358], [1.815, -2.109, -2.774], [3.046, -0.922, -3.212], [0.301, -0.341, -2.036], [1.888, 0.399, -1.647], [5.823, 1.452, -0.212], [5.642, 0.589, 0.601], [6.520, -0.422, 0.835], [5.954, -1.337, 1.782], [4.905, -0.541, 2.526], [4.418, 0.430, 1.466], [5.525, -2.182, 1.236], [6.736, -1.707, 2.445], [4.115, -1.162, 2.950], [5.373, 0.014, 3.345], [3.609, 0.003, 0.870], [4.115, 1.381, 1.901], [-0.344, -4.455, -4.476], [0.747, -4.612, -4.948], [1.881, -4.079, -4.420], [2.990, -4.366, -5.285], [2.564, -5.572, -6.094], [1.065, -5.371, -6.211], [3.177, -3.490, -5.913], [3.878, -4.567, -4.686], [3.074, -5.648, -7.054], [2.769, -6.487, -5.530], [0.802, -4.753, -7.072], [0.531, -6.319, -6.242]], "lowdin_charge": [-0.0802, -0.4310, -0.0827, -0.3474, 1.0745, -0.3349, -0.2313, -0.1558, -0.2299, -0.1177, -0.6343, 0.0113, 0.0329, 0.0279, 0.0546, 0.0816, 0.0518, 0.1179, 0.0791, 0.0544, 0.0815, 0.0891, 0.0814, 0.0643, 0.0652, 0.1096, 0.0852, 0.1186, 0.0851, 0.1138, 0.0990, 0.0766, 0.1068, -0.4903, 0.0315, -0.1601, -0.1633, -0.0795, 0.1272, 0.1267, 0.1180, 0.1202, 0.1301, 0.1283, 0.1109, -0.4772, 0.0158, -0.1532, -0.1620, -0.0785, 0.1269, 0.1288, 0.1186, 0.1195, 0.1354, 0.1271, 0.1098, -0.4782, 0.0324, -0.1637, -0.1573, -0.0807, 0.1262, 0.1158, 0.1113, 0.1248, 0.1347, 0.1145, 0.1169, -0.4828, 0.0279, -0.1609, -0.1604, -0.0808, 0.1278, 0.1252, 0.1062, 0.1226, 0.1112, 0.1334, 0.1249, -0.4852, 0.0024, -0.1580, -0.1595, -0.0761, 0.1219, 0.1294, 0.1194, 0.1220, 0.1354, 0.1295]}



{"formula": "H24HeO12", "method": "wB97M-V/def2-TZVPD", "e_above_lowest_kj_mol": 87.3, "orbital_gap_ev": 8.37, "homo_energy_ev": -9.22, "e_lumo_ev": -0.8492, "symbols": ["He", "O", "H", "H", "O", "H", "H", "O", "H", "H", "O", "H", "H", "O", "H", "H", "O", "H", "H", "O", "H", "H", "O", "H", "H", "O", "H", "H", "O", "H", "H", "O", "H", "H", "O", "H", "H"], "xyz": [[-0.233, -0.355, -0.293], [2.843, -1.254, -0.332], [3.283, -0.856, -1.083], [3.377, -2.019, -0.118], [1.674, 2.435, 0.782], [2.065, 1.634, 1.131], [0.758, 2.206, 0.624], [-3.240, 0.499, -0.714], [-2.970, -0.419, -0.732], [-3.421, 0.678, 0.209], [-0.861, 2.025, -1.919], [-1.692, 2.197, -1.477], [-1.046, 1.285, -2.498], [0.552, -2.312, -1.812], [1.005, -3.134, -1.622], [0.892, -1.695, -1.165], [1.569, 3.195, -1.852], [0.830, 2.610, -2.021], [1.801, 3.029, -0.938], [-2.166, -2.092, -0.713], [-1.948, -2.403, 0.165], [-1.362, -2.215, -1.219], [-0.824, -0.401, -3.491], [-0.318, -0.153, -4.264], [-0.212, -0.904, -2.954], [2.771, 0.195, 2.108], [2.658, -0.500, 1.459], [3.711, 0.203, 2.289], [-1.123, 0.149, 2.819], [-0.560, 0.055, 3.587], [-1.187, -0.735, 2.458], [-1.388, -2.643, 2.123], [-2.038, -3.343, 2.056], [-0.546, -3.097, 2.128], [-1.065, 2.861, 2.113], [-1.040, 1.946, 2.394], [-0.549, 3.328, 2.770]], "nbo_charge": [0.0021, -0.9651, 0.5011, 0.4786, -0.9740, 0.4853, 0.4888, -0.9734, 0.4936, 0.4640, -0.9898, 0.4990, 0.4937, -0.9729, 0.4843, 0.5002, -1.0013, 0.4832, 0.4818, -0.9684, 0.4723, 0.4923, -0.9512, 0.4746, 0.4827, -0.9548, 0.4861, 0.4753, -0.9641, 0.4741, 0.4959, -0.9559, 0.4917, 0.4824, -0.9621, 0.4858, 0.4642]}



{"formula": "C2H3ClN2O", "method": "wB97M-V/def2-TZVPD", "e_above_lowest_kj_mol": 339.2, "orbital_gap_ev": 8.68, "homo_energy_ev": -8.71, "e_lumo_ev": -0.0239, "symbols": ["C", "C", "N", "N", "O", "Cl", "H", "H", "H"], "xyz": [[1.476, -0.839, -0.325], [-1.129, 0.284, 0.494], [-1.017, 1.482, 0.210], [-1.092, 2.582, 0.013], [1.692, 0.297, -0.021], [-2.133, -0.747, -0.589], [1.019, -1.263, -1.262], [1.612, -1.725, 0.268], [-0.428, -0.070, 1.212]], "nbo_charge": [0.2958, -0.2513, 0.0279, 0.0134, -0.4993, -0.0225, 0.1040, 0.0983, 0.2336]}



{"formula": "C2H3FNP", "method": "wB97M-V/def2-TZVPD", "e_above_lowest_kj_mol": 185.4, "orbital_gap_ev": [7.37, 7.36], "homo_energy_ev": [-8.66, -8.67], "e_lumo_ev": [-1.2977, -1.3066], "symbols": ["C", "C", "N", "F", "P", "H", "H", "H"], "xyz": [[-0.039, 0.171, -1.225], [0.153, 1.273, -0.573], [-0.375, -0.774, -1.904], [0.063, -0.552, 3.430], [-0.349, -1.940, 2.696], [0.820, 2.032, -0.927], [-0.363, 1.458, 0.351], [0.091, -1.669, -1.848]], "nbo_charge": [0.4336, -0.6653, -0.6396, -0.5879, 0.5902, 0.2433, 0.2442, 0.3816]}



Quick rundown of max |F|, same order as above: 2.09 0.81 2.60 1.19 3.80 0.81 eV/Å